1.
A structure of composition C18H18AgBrN2O4P. Source: the OMol25 dataset; level of theory: ωB97M-V/def2-TZVPD.

Each line ends with the Löwdin spin population.
Element x y z (Å)
C: 0.900 -2.337 3.738  0.00
C: 0.753 -1.291 3.174  0.00
C: 0.270 -0.234 2.331  0.01
N: 0.723 -0.183 1.106  -0.01
N: 0.255 0.782 0.328  0.01
C: 0.854 0.791 -1.032  0.00
C: 0.790 -0.576 -1.706  0.00
C: 2.026 -1.453 -1.667  0.00
C: 3.136 -1.236 -0.868  0.00
C: 4.220 -2.096 -0.963  0.00
C: 4.233 -3.193 -1.805  0.00
C: 3.121 -3.415 -2.599  0.00
C: 2.042 -2.553 -2.529  0.00
C: -0.646 1.703 0.678  0.00
O: -0.954 2.633 -0.188  0.00
C: -1.996 2.381 -1.196  0.00
C: -2.828 1.145 -0.969  0.00
C: -3.973 1.104 -1.990  0.00
C: -1.155 1.712 2.005  0.02
P: -2.204 3.140 2.662  0.01
O: -2.996 3.635 1.335  0.00
Br: -3.852 2.026 3.624  0.00
C: -0.673 0.709 2.820  0.01
C: -1.062 0.579 4.278  0.05
O: -0.629 1.273 5.152  0.06
O: -1.887 -0.414 4.497  0.84
H: 1.093 -3.264 4.228  0.00
H: 0.321 1.521 -1.621  0.00
H: 1.877 1.143 -0.922  0.00
H: -0.038 -1.141 -1.271  0.00
H: 0.535 -0.445 -2.756  0.00
H: 3.169 -0.401 -0.184  0.00
H: 5.121 -1.895 -0.354  0.00
H: 5.076 -3.865 -1.877  0.00
H: 3.084 -4.252 -3.280  0.00
H: 1.193 -2.740 -3.173  0.00
H: -2.624 3.266 -1.199  0.00
H: -1.502 2.347 -2.168  0.00
H: -3.274 1.134 0.027  0.00
H: -2.239 0.234 -1.101  0.00
H: -3.605 1.118 -3.013  0.00
H: -4.516 0.171 -1.849  0.00
H: -4.678 1.914 -1.821  0.00
H: -3.870 3.222 1.283  0.00
Ag: 6.408 -2.700 0.836  0.00

Output
Orbital gap (alpha / beta), eV: 6.26 / 6.25
Total charge: +2
Spin multiplicity: 2

***

2.
A structure of composition C18H18Ba2F6O22P. Source: the OMol25 dataset; level of theory: ωB97M-V/def2-TZVPD.

Each line ends with the Löwdin charge.
Element x y z (Å)
Ba: 3.101 -2.702 -0.062  1.95
Ba: 2.414 1.461 -2.250  1.96
P: 1.387 -0.373 -0.206  -0.25
O: 0.814 1.036 -0.298  -0.53
O: 1.459 -1.039 -1.610  -0.65
O: 0.935 -1.471 0.802  -0.51
O: 2.950 -0.185 -0.138  -0.77
C: -1.887 -1.879 -0.375  -0.07
C: -1.850 -3.135 0.513  -0.28
O: -2.438 -4.118 -0.293  0.15
C: -2.998 -3.558 -1.404  -0.56
O: -3.646 -4.172 -2.173  0.22
O: -2.746 -2.239 -1.450  0.06
F: -2.635 -2.910 1.624  0.06
H: -0.871 -1.696 -0.717  0.08
H: -2.338 -1.039 0.146  0.14
H: -0.863 -3.335 0.941  0.15
C: -1.262 3.631 0.996  -0.05
C: 0.060 4.315 1.325  -0.32
O: -0.254 5.679 1.313  0.15
C: -1.580 5.785 1.590  -0.55
O: -2.173 6.802 1.674  0.21
O: -2.173 4.570 1.577  0.09
F: 0.989 3.976 0.373  0.03
H: -1.317 2.613 1.360  0.12
H: -1.352 3.693 -0.092  0.14
H: 0.391 4.006 2.319  0.16
C: -1.496 0.981 -2.554  -0.09
C: -3.028 0.960 -2.433  -0.28
O: -3.449 1.354 -3.691  0.16
C: -2.479 2.112 -4.277  -0.53
O: -2.618 2.732 -5.264  0.22
O: -1.320 1.955 -3.576  0.04
F: -3.382 1.871 -1.460  0.06
H: -1.036 0.026 -2.846  0.12
H: -0.972 1.199 -1.624  0.09
H: -3.404 -0.029 -2.172  0.16
C: 1.208 -3.493 -4.176  -0.07
C: -0.162 -3.314 -3.500  -0.32
O: -0.597 -4.627 -3.379  0.15
C: 0.072 -5.404 -4.282  -0.53
O: -0.213 -6.521 -4.516  0.23
O: 1.055 -4.700 -4.888  0.10
F: -0.958 -2.507 -4.266  0.08
H: 1.948 -3.700 -3.383  0.11
H: 1.563 -2.589 -4.661  0.14
H: -0.062 -2.811 -2.536  0.13
C: -1.123 -0.017 2.942  -0.02
C: 0.268 0.524 3.250  -0.35
O: 0.792 -0.313 4.210  0.14
C: -0.086 -1.286 4.549  -0.54
O: 0.105 -2.053 5.427  0.20
O: -1.187 -1.212 3.758  0.07
F: 0.196 1.815 3.699  0.07
H: -1.256 -0.317 1.910  0.10
H: -1.907 0.645 3.309  0.15
H: 0.863 0.489 2.334  0.10
C: 3.830 0.508 2.736  -0.06
C: 3.859 1.807 1.979  -0.32
O: 4.682 2.623 2.759  0.15
C: 4.690 2.132 4.036  -0.55
O: 5.075 2.733 4.974  0.21
O: 4.142 0.920 4.072  0.11
F: 2.575 2.275 1.894  0.06
H: 4.606 -0.206 2.454  0.14
H: 2.831 0.091 2.724  0.10
H: 4.260 1.630 0.989  0.14

Output
Orbital gap, eV: 8.08
Total charge: +1

***

3.
A structure of composition C18H18BrN13O2PdS. Source: the OMol25 dataset; level of theory: ωB97M-V/def2-TZVPD.

Each line ends with the Löwdin charge.
Element x y z (Å)
Pd: 0.257 0.257 -0.140  0.21
C: 3.621 1.101 0.474  -0.10
O: 2.855 -0.063 0.689  -0.12
C: 3.379 -1.271 0.349  -0.20
C: 4.674 -1.483 -0.087  -0.07
C: 5.074 -2.788 -0.388  -0.69
Br: 6.873 -3.075 -0.971  0.65
C: 4.216 -3.851 -0.289  -0.09
C: 2.894 -3.620 0.123  -0.07
C: 2.469 -2.345 0.471  -0.24
O: 1.259 -2.149 0.939  0.00
C: 1.951 -4.755 0.132  -0.26
N: 2.321 -6.020 0.171  0.15
C: 1.133 -6.725 0.091  -0.25
C: 0.898 -8.101 0.095  -0.05
C: -0.409 -8.540 -0.014  -0.14
C: -1.480 -7.634 -0.124  -0.12
C: -1.272 -6.267 -0.125  -0.01
C: 0.050 -5.840 -0.013  -0.18
N: 0.608 -4.587 0.028  0.19
H: 4.543 1.077 1.065  0.09
H: 2.995 1.932 0.791  0.06
H: 3.863 1.222 -0.586  0.08
H: 5.369 -0.666 -0.202  0.09
H: 4.512 -4.860 -0.536  0.10
H: 0.793 -1.239 0.556  0.04
H: 1.724 -8.798 0.175  0.09
H: -0.617 -9.604 -0.018  0.08
H: -2.490 -8.016 -0.212  0.09
H: -2.079 -5.550 -0.217  0.08
H: 0.101 -3.720 -0.065  0.09
N: -3.389 0.360 0.023  0.11
C: -2.822 1.496 0.581  -0.51
N: -3.573 2.556 0.874  -0.02
N: -2.690 3.451 1.353  -0.15
N: -1.496 2.947 1.350  -0.14
N: -1.543 1.681 0.856  -0.01
C: -2.828 -0.902 -0.126  -0.50
N: -3.610 -1.974 -0.207  -0.01
N: -2.748 -2.993 -0.381  -0.12
N: -1.530 -2.554 -0.400  -0.10
N: -1.543 -1.208 -0.253  -0.03
H: -4.394 0.358 0.032  0.11
C: 0.394 5.457 -0.485  -0.10
N: 0.869 4.442 -1.407  -0.07
C: 1.101 3.165 -1.015  -0.92
N: 1.138 2.929 0.308  0.03
S: 1.273 1.917 -2.147  0.55
H: 0.351 6.411 -1.009  0.07
H: 1.088 5.553 0.349  0.08
H: -0.597 5.225 -0.082  0.07
H: 0.609 4.523 -2.375  0.10
H: 0.450 3.429 0.873  0.04
H: 0.958 1.893 0.445  0.00

Output
Orbital gap, eV: 5.35
ΔE to the lowest compared entry with this formula, charge and spin, kcal per mole: 16.3
Total charge: -2

***

4.
A structure of composition C18H18Cl3IrNS5Se2. Source: the OMol25 dataset; level of theory: ωB97M-V/def2-TZVPD.

Each line ends with the Löwdin spin population.
Element x y z (Å)
Ir: 11.017 -6.715 -12.591  1.83
C: 11.697 -7.392 -16.372  0.03
Se: 10.275 -6.906 -14.995  0.21
C: 9.657 -8.833 -14.645  0.01
C: 10.647 -9.670 -13.870  0.01
Se: 11.134 -9.071 -11.951  0.19
C: 13.020 -9.646 -11.504  0.05
H: 11.400 -8.259 -16.979  0.00
H: 12.716 -7.462 -15.919  0.00
H: 11.731 -6.583 -17.096  0.00
H: 9.441 -9.133 -15.672  0.00
H: 8.713 -8.638 -14.152  0.00
H: 11.617 -9.560 -14.367  0.00
H: 10.425 -10.728 -13.798  0.00
H: 13.624 -8.733 -11.276  0.00
H: 13.484 -10.205 -12.345  0.00
H: 12.962 -10.247 -10.578  0.00
C: 12.400 -5.885 -13.699  0.42
C: 13.561 -5.705 -14.138  0.36
C: 14.901 -5.717 -14.593  0.09
C: 15.111 -5.309 -15.942  0.08
C: 16.419 -5.412 -16.448  0.00
C: 17.473 -5.770 -15.546  0.14
C: 17.286 -5.997 -14.176  0.00
C: 15.985 -5.926 -13.713  0.09
H: 14.212 -5.134 -16.498  0.00
H: 16.664 -5.264 -17.509  0.00
H: 18.478 -5.903 -15.896  0.01
H: 18.110 -6.161 -13.482  0.00
H: 15.762 -6.199 -12.676  0.00
C: 5.404 -7.387 -12.818  0.03
S: 5.659 -6.191 -11.446  0.04
C: 6.880 -6.948 -10.523  0.26
C: 8.252 -6.613 -10.607  0.15
S: 8.791 -5.993 -12.119  0.37
S: 9.277 -7.075 -9.368  0.05
C: 8.051 -7.936 -8.401  -0.04
S: 8.436 -8.448 -6.897  0.27
S: 6.479 -8.065 -9.221  0.14
H: 4.806 -6.869 -13.578  0.00
H: 4.792 -8.225 -12.425  0.00
H: 6.383 -7.613 -13.250  0.00
Cl: 13.721 -2.571 -10.204  0.00
C: 12.925 -4.047 -9.410  0.00
Cl: 11.731 -3.441 -8.223  0.00
Cl: 14.232 -5.001 -8.709  0.01
C: 12.308 -4.866 -10.395  0.05
N: 11.658 -5.545 -11.103  0.11

Output
Orbital gap (alpha / beta), eV: 5.40 / 4.89
ΔE to the lowest compared entry with this formula, charge and spin, kcal per mole: 0.0
Total charge: +2
Spin multiplicity: 6

***

5.
A structure of composition C18H18Cl5GeI2NO4Y. Source: the OMol25 dataset; level of theory: ωB97M-V/def2-TZVPD.

Each line ends with the Löwdin spin population.
Element x y z (Å)
Y: -0.318 -0.279 0.257  0.01
I: -3.774 2.028 -1.089  0.00
C: -2.620 2.093 -2.877  0.00
I: -1.052 0.601 -2.969  0.00
H: -2.157 3.069 -2.932  0.00
H: -3.295 1.939 -3.709  0.00
Cl: 4.143 -4.459 4.741  0.06
C: 3.361 -3.292 3.750  0.14
C: 4.077 -2.704 2.705  -0.03
C: 3.458 -1.761 1.922  0.12
Cl: 4.278 -1.011 0.617  0.05
C: 2.107 -1.355 2.160  0.04
O: 1.578 -0.443 1.449  0.23
C: 1.398 -2.021 3.206  0.09
C: -0.032 -1.766 3.375  0.01
O: -0.687 -0.999 2.706  0.03
C: 2.032 -2.966 3.986  0.00
H: 5.105 -2.979 2.521  0.00
H: -0.519 -2.338 4.183  0.00
H: 1.482 -3.466 4.774  0.00
C: -4.217 -3.414 2.205  0.00
C: -4.568 -2.368 1.139  0.00
C: -5.373 -3.016 0.007  0.00
C: -5.381 -1.230 1.770  0.00
C: -3.320 -1.800 0.603  0.00
C: -2.299 -1.263 0.209  0.00
H: -5.126 -3.793 2.679  0.00
H: -3.581 -2.973 2.974  0.00
H: -3.680 -4.251 1.757  0.00
H: -6.307 -3.426 0.401  0.00
H: -4.806 -3.824 -0.456  0.00
H: -5.611 -2.279 -0.761  0.00
H: -6.301 -1.621 2.212  0.00
H: -5.642 -0.487 1.015  0.00
H: -4.801 -0.733 2.549  0.00
Cl: 1.685 4.313 1.033  0.08
Ge: 1.573 2.132 1.397  0.13
Cl: -0.780 1.993 1.457  0.02
Cl: 1.520 1.443 -0.771  0.02
O: 0.351 -3.104 0.819  0.01
C: 0.799 -2.990 -0.316  0.00
C: 1.582 -4.036 -1.089  0.00
C: 1.930 -3.323 -2.390  0.00
C: 1.233 -1.975 -2.266  0.00
O: 1.217 -1.132 -3.146  0.00
N: 0.648 -1.846 -1.035  0.01
H: 0.956 -4.918 -1.227  0.00
H: 2.455 -4.335 -0.509  0.00
H: 1.576 -3.828 -3.288  0.00
H: 3.001 -3.156 -2.512  0.00

Output
Orbital gap (alpha / beta), eV: 7.31 / 4.24
ΔE to the lowest compared entry with this formula, charge and spin, kcal per mole: 27.2
Total charge: 0
Spin multiplicity: 2

***

Which of these has the lowest total charge?
C18H18BrN13O2PdS

***

The lowest total charge belongs to which entry?
C18H18BrN13O2PdS

***

total charge of number 2 (C18H18Ba2F6O22P)?
+1